No. 1
A 29-piece molecular cluster, H58O29 overall, computed with ωB97M-V/def2-TZVPD.

Each line ends with the Mulliken charge.
Positions of all 87 atoms, in Å:
O1 -2.92299 -1.50872 5.02580  -0.69
H1 -2.92692 -1.54225 4.02100  0.29
H2 -3.89471 -1.39725 5.21131  0.34
O2 -4.51224 -3.69527 -2.60294  -0.64
H3 -4.86783 -2.84051 -2.90155  0.31
H4 -3.94118 -3.51377 -1.82609  0.32
O3 0.99613 -2.12586 2.01548  -0.68
H5 0.45137 -2.89381 2.30904  0.26
H6 0.62013 -1.36343 2.57982  0.36
O4 -1.19247 0.65249 5.49613  -0.56
H7 -1.85648 0.03566 5.81351  0.32
H8 -0.79142 0.99888 6.26761  0.24
O5 1.18739 3.28259 -2.51767  -0.83
H9 0.40489 3.61119 -2.02634  0.39
H10 1.00339 2.31788 -2.50749  0.39
O6 2.33329 0.38794 -4.65901  -0.76
H11 2.06946 0.46701 -3.73717  0.34
H12 2.06464 1.20887 -5.08163  0.40
O7 -1.40307 -4.78372 -0.65356  -0.72
H13 -1.09475 -3.96124 -1.12728  0.50
H14 -2.17606 -5.22597 -1.01239  0.30
O8 1.72350 -1.42668 -0.73819  -0.64
H15 2.66206 -1.74882 -0.81755  0.22
H16 1.37871 -1.86189 0.07342  0.22
O9 -1.60182 -1.03797 0.43608  0.08
H17 -0.96815 -1.13182 -0.29795  0.24
H18 -1.71791 -1.99520 0.73076  -0.15
O10 1.32287 2.76334 2.98332  -0.74
H19 1.26422 3.65069 2.57972  0.24
H20 2.26139 2.48986 2.87395  0.45
O11 -0.22143 -0.42411 -5.52263  -0.69
H21 0.74907 -0.38264 -5.16518  0.42
H22 -0.11467 -0.31961 -6.47840  0.26
O12 -4.35656 -2.48954 2.10525  -0.61
H23 -4.08777 -1.56309 2.27080  0.43
H24 -5.02121 -2.70823 2.75475  0.26
O13 -2.85629 3.03417 2.18785  -0.59
H25 -2.73521 3.15480 1.21207  0.31
H26 -3.38039 3.78189 2.41611  0.26
O14 2.87359 1.81589 -0.92725  -0.53
H27 2.10217 1.31883 -0.64767  0.09
H28 2.54267 2.69093 -1.22905  0.35
O15 -1.33357 3.08013 -0.59992  -0.72
H29 -0.79518 2.35590 -0.19199  0.37
H30 -1.86811 2.60090 -1.29180  0.37
O16 -2.34212 0.24716 -1.88438  -0.68
H31 -2.42060 -0.06600 -0.94295  0.34
H32 -2.39918 -0.47332 -2.50981  0.21
O17 -1.80647 -1.89099 -3.87863  -0.60
H33 -1.18916 -1.46654 -4.49210  0.38
H34 -2.24387 -2.60427 -4.38744  0.27
O18 0.40567 0.13019 3.41112  -0.65
H35 0.71191 1.08253 3.33979  0.19
H36 -0.19400 0.16976 4.21076  0.36
O19 0.24332 1.33842 0.81260  0.42
H37 -0.26748 0.71680 1.31286  -0.16
H38 0.69098 1.87156 1.46018  0.06
O20 5.48507 0.42624 -0.51903  -0.73
H39 4.76414 0.94478 -0.98011  0.32
H40 5.46818 0.65750 0.39851  0.31
O21 -2.98790 -0.22402 2.57527  -0.68
H41 -2.71813 0.67708 2.76941  0.29
H42 -2.47356 -0.27100 1.75019  0.35
O22 -0.37051 -2.44217 -1.63438  -0.70
H43 0.55920 -2.12416 -1.65091  0.37
H44 -0.69737 -2.20368 -2.50992  0.40
O23 0.34483 0.49325 -2.15085  0.10
H45 -0.55063 0.41060 -1.79542  0.00
H46 0.97863 0.04331 -1.53033  0.15
O24 3.74127 -0.58382 2.43552  -0.69
H47 3.00161 -0.99095 2.98007  0.28
H48 3.94834 -1.16613 1.67639  0.31
O25 3.95876 2.26558 1.99321  -0.72
H49 3.81689 1.30713 1.95815  0.39
H50 3.94272 2.61834 1.10877  0.34
O26 0.44259 4.94428 1.40819  -0.65
H51 0.36449 5.70760 1.97830  0.28
H52 -0.43062 4.71225 1.01999  0.32
O27 -1.65084 -3.52307 1.57247  -0.66
H53 -2.56677 -3.63846 1.84737  0.19
H54 -1.54500 -3.98898 0.71433  0.47
O28 4.26069 -2.16175 -0.67069  -0.60
H55 4.91229 -1.41661 -0.56505  0.33
H56 4.86411 -2.95110 -0.83266  0.27
O29 1.28857 3.01501 -5.68321  -0.70
H57 2.02302 3.38180 -6.17722  0.31
H58 1.26440 3.26741 -4.74141  0.37

**Total energy**: -2216.89303 hartree

=====

No. 2
A 2-piece molecular cluster, C5H12NO overall, computed with ωB97M-V/def2-TZVPD.

Each line ends with the Mulliken spin population.
Positions of all 19 atoms, in Å:
C1 -0.23263 0.56904 -1.86734  0.01
C2 0.47658 1.41857 -0.84979  -0.03
C3 2.62784 0.57026 -0.05564  0.71
N1 1.92976 1.25806 -0.88249  0.28
H1 0.19938 0.45307 -2.87107  0.00
H2 -0.43001 -0.48568 -1.52873  0.00
H3 -1.26502 0.90279 -2.03364  -0.01
H4 0.30016 2.51573 -0.92007  0.01
H5 0.15554 1.06556 0.16872  0.01
H6 3.63793 0.33292 -0.34560  0.02
H7 2.08989 0.21439 0.84213  0.00
H8 2.29463 1.50307 -1.82263  -0.02
C4 -2.32446 -1.10185 2.40876  0.00
C5 -1.54218 -1.89284 1.66511  0.00
O1 -0.35933 -1.44493 1.04236  0.01
H9 -3.16603 -1.56538 2.86864  0.00
H10 -1.97384 -0.11335 2.69420  0.00
H11 -1.90205 -2.88639 1.39527  0.00
H12 -0.51617 -1.31304 0.09181  -0.01

**⟨S²⟩**: 0.753
**Total energy**: -327.56875 hartree
**Spin multiplicity**: 2

=====

No. 3
A 7-piece molecular cluster, C25H54N2O9 overall, computed with ωB97M-V/def2-TZVPD.

Each line ends with the Mulliken charge.
Positions of all 90 atoms, in Å:
C1 -1.65408 1.15626 3.70813  -1.15
N1 -2.67293 0.30226 2.87842  0.56
C2 -2.13093 -1.08798 2.80436  -0.87
C3 -4.00126 0.39712 3.59371  -0.93
C4 -2.71904 1.05809 1.59537  -0.62
C5 -3.40624 0.19333 0.42738  -0.52
O1 -3.27585 0.92513 -0.83948  -0.48
H1 -1.71006 0.96132 4.67565  0.52
H2 -2.18929 1.97552 3.69793  0.71
H3 -0.52815 1.08471 3.40551  0.08
H4 -2.72768 -1.85627 2.25252  0.49
H5 -2.00444 -1.68169 3.87438  0.27
H6 -1.10724 -0.93773 2.54310  0.02
H7 -4.07228 0.01975 4.63569  0.36
H8 -4.74893 -0.04647 3.05313  0.43
H9 -4.43616 1.44657 3.87876  0.31
H10 -1.83749 1.42842 1.07064  0.50
H11 -3.24764 1.91478 1.57581  0.56
H12 -4.44048 -0.25061 0.62306  0.23
H13 -2.90161 -0.73358 0.24448  0.19
H14 -2.31323 0.86756 -1.13988  0.32
N2 0.12597 -0.21260 -0.61999  0.65
O2 -0.01925 -1.41740 -1.13174  -0.75
O3 -0.45531 0.67657 -1.16906  -0.52
O4 0.26348 -0.24395 0.62654  -0.43
C6 -2.57491 3.39857 -2.63684  -0.52
C7 -1.76595 2.95024 -3.92076  -0.16
C8 -1.84334 4.12422 -4.92835  -0.82
O5 -1.91190 5.22180 -4.03320  -0.43
C9 -2.68197 4.93073 -2.87422  -0.42
H15 -1.98690 3.19824 -1.66886  -0.03
H16 -3.47601 3.07750 -2.62989  0.50
H17 -1.98541 2.00844 -4.29713  0.71
H18 -0.72917 2.87669 -3.69195  -0.22
H19 -2.62190 4.07720 -5.53124  0.39
H20 -0.96373 4.17872 -5.43692  0.44
H21 -3.79431 5.01312 -3.01710  0.23
H22 -2.46285 5.51055 -1.95276  0.33
C10 1.97084 1.83108 -4.45596  0.09
C11 1.15493 0.51233 -4.43879  0.02
C12 2.16479 -0.55646 -4.55799  -0.48
O6 3.24522 0.14183 -5.20203  -0.51
C13 3.41906 1.41067 -4.58630  -0.92
H23 1.82089 2.23976 -3.24388  0.08
H24 1.68127 2.45638 -5.38004  0.24
H25 0.46054 0.16863 -5.07085  0.52
H26 0.63098 0.51378 -3.42040  -0.32
H27 1.95848 -1.33118 -5.28405  0.28
H28 2.72779 -1.19002 -3.70310  0.17
H29 3.97274 2.15336 -4.93739  0.62
H30 3.77667 1.18357 -3.69155  0.24
C14 -2.79107 -5.06294 -0.62020  -0.81
C15 -1.32633 -5.16236 -0.01105  -0.77
C16 -1.32863 -4.14154 1.09703  0.06
O7 -2.67585 -4.22852 1.54127  -0.46
C17 -3.54986 -4.29065 0.42006  -0.03
H31 -3.22100 -6.00140 -0.33806  0.25
H32 -3.06090 -4.86101 -1.66129  0.43
H33 -0.67082 -4.84095 -0.77056  0.39
H34 -1.38224 -6.17978 0.35580  0.31
H35 -1.19379 -3.14566 0.62291  -0.17
H36 -0.51622 -4.21118 1.72125  0.55
H37 -3.77756 -3.38096 -0.26668  -0.02
H38 -4.59620 -4.69808 0.75483  0.34
C18 3.53415 0.54769 0.09685  0.03
C19 5.10185 0.72129 0.38961  -0.64
C20 5.33555 2.12402 -0.21379  -0.67
O8 4.08659 2.83160 -0.21027  -0.56
C21 2.98460 1.85415 -0.35867  0.73
H39 2.98262 0.00132 0.82658  -0.39
H40 3.62405 0.05767 -0.75775  0.37
H41 5.98482 0.23051 0.03841  0.42
H42 5.03894 1.11120 1.30081  0.37
H43 5.79932 2.29309 -1.14494  0.33
H44 6.00555 2.72885 0.31789  0.37
H45 2.91743 1.84920 -1.38702  -0.50
H46 1.97364 2.24399 0.07690  0.09
C22 3.36803 -1.42206 4.76652  -1.02
C23 3.11686 -2.17205 3.51741  0.12
C24 1.56298 -2.23741 3.47324  0.15
O9 1.14269 -1.39970 4.57659  -0.37
C25 2.12193 -1.54244 5.58924  -0.42
H47 3.71314 -0.48903 4.59911  0.34
H48 4.25940 -1.80259 5.02855  0.53
H49 3.57250 -3.30239 3.49866  0.36
H50 3.38063 -1.54927 2.59008  -0.21
H51 1.34841 -3.32568 3.71119  0.03
H52 1.09823 -1.75283 2.63206  -0.04
H53 2.21005 -2.51335 5.99362  0.28
H54 1.85080 -0.91963 6.53091  0.29

**Total energy**: -1770.89831 hartree

=====

No. 4
C6H12N2 as an isolated structure, computed with ωB97M-V/def2-TZVPD.

Each line ends with the natural charge from an NBO analysis.
Positions of all 20 atoms, in Å:
C1 -0.57948 -2.29183 -0.63797  -0.61
C2 -0.57673 -0.86933 -0.46139  -0.06
C3 -0.77816 0.91529 2.40745  -0.08
C4 0.55367 0.41557 -0.53316  0.08
C5 2.03633 -0.15125 -0.76636  -0.62
C6 0.23425 1.54091 -1.39268  -0.65
H1 -1.41503 -2.62213 -0.06700  0.22
H2 -1.04350 -2.70328 -1.75978  0.21
H3 0.24951 -2.65100 -0.19811  0.21
H4 -1.44336 -0.49294 -0.82426  0.18
H5 0.47977 0.63031 2.78389  0.19
H6 -1.43981 1.60075 2.88086  0.18
H7 2.03565 -0.28243 -1.78405  0.21
H8 2.17084 -1.00927 -0.11587  0.22
H9 2.99929 0.33210 -0.26560  0.21
H10 1.29120 2.32943 -1.44647  0.22
H11 -0.01800 1.16459 -2.59629  0.25
H12 -0.72538 2.34036 -0.65236  0.24
N1 -0.03933 -0.04651 0.61207  -0.34
N2 -1.17217 0.61899 1.15217  -0.26

**Total energy**: -345.00504 hartree

=====

No. 5
A 2-piece molecular cluster, C5H12Cl2Si overall, computed with ωB97M-V/def2-TZVPD.

Each line ends with the natural charge from an NBO analysis.
Positions of all 20 atoms, in Å:
C1 1.22107 0.37237 -0.70842  -0.62
C2 1.00688 -1.49004 0.86520  -0.59
C3 -0.46645 -1.48958 -1.22840  -0.61
C4 -1.47491 2.17505 -0.12719  -1.18
C5 0.16135 -0.51705 -0.17193  -0.54
Si1 -1.13761 0.50871 0.73586  1.81
Cl1 -2.00917 -0.35593 2.31463  -0.30
Cl2 0.92123 1.72441 2.86384  -0.76
H1 1.31080 1.22381 -0.04205  0.25
H2 2.14270 -0.01846 -0.84187  0.22
H3 0.82738 0.78125 -1.67395  0.19
H4 0.34317 -2.03319 1.50624  0.21
H5 1.58539 -0.99443 1.63563  0.25
H6 1.54013 -2.06171 0.21543  0.20
H7 0.42745 -1.91221 -1.73294  0.22
H8 -0.95518 -2.38330 -0.79950  0.22
H9 -1.02380 -1.01548 -1.91409  0.20
H10 -1.08033 2.02635 -1.14240  0.26
H11 -2.49034 2.49866 -0.17270  0.26
H12 -0.84977 2.96077 0.41859  0.32

**Total energy**: -1407.57331 hartree